A) {"formula": "H4O2", "method": "wB97M-V/def2-TZVPD", "smiles": "O.O", "lumo_ha": 0.0395, "species": ["O", "H", "H", "O", "H", "H"], "xyz": [[-3.7771, -1.6748, 0.3094], [-3.9687, -2.6004, 0.4373], [-3.9829, -1.0888, 1.0429], [4.2395, 2.0282, -0.5517], [3.3045, 2.2301, -0.4304], [4.1846, 1.1057, -0.8076]]}



B) {"formula": "H4O2", "method": "wB97M-V/def2-TZVPD", "smiles": "O.O", "lumo_ha": 0.0200, "species": ["O", "H", "H", "O", "H", "H"], "xyz": [[1.0648, 0.5168, 0.7813], [0.1171, 0.3835, 0.6085], [1.4691, 0.1692, -0.0396], [-1.0253, -0.3492, -0.6854], [-0.3621, -0.9218, -1.1340], [-1.5404, -0.9717, -0.2022]]}



What are the relative energies? In eV: A) 0.081; B) 0.000.



A) {"formula": "H4O2", "method": "wB97M-V/def2-TZVPD", "smiles": "O.O", "lumo_ha": 0.0209, "species": ["O", "H", "H", "O", "H", "H"], "xyz": [[1.7001, -0.2129, -0.2652], [0.7838, -0.3619, 0.0789], [2.0715, 0.6229, 0.0318], [-1.5989, -0.1378, -0.3197], [-1.3579, 0.7565, 0.0165], [-1.5987, -0.6669, 0.4577]]}



B) {"formula": "H4O2", "method": "wB97M-V/def2-TZVPD", "smiles": "O.O", "lumo_ha": 0.0214, "species": ["O", "H", "H", "O", "H", "H"], "xyz": [[-0.9289, -0.5327, -1.1851], [-0.2549, -1.3189, -1.3555], [-1.1672, -0.7861, -0.3290], [0.5101, 1.0515, 1.0944], [0.4501, 0.1364, 0.7795], [1.3910, 1.4498, 0.9958]]}



What are the relative energies? In eV: A) 0.000; B) 0.300.



A) {"formula": "H4O2", "method": "wB97M-V/def2-TZVPD", "smiles": "O.O", "lumo_ha": 0.0238, "species": ["O", "H", "H", "O", "H", "H"], "xyz": [[-1.0866, 0.0033, 0.0286], [-1.8533, -0.4806, -0.3748], [-1.3292, 0.9702, 0.0378], [1.6618, 0.1027, -0.1214], [1.7995, -0.3109, 0.7462], [0.8077, -0.2847, -0.3164]]}



B) {"formula": "H4O2", "method": "wB97M-V/def2-TZVPD", "smiles": "O.O", "lumo_ha": 0.0291, "species": ["O", "H", "H", "O", "H", "H"], "xyz": [[-1.0349, -0.8113, 0.6793], [-1.6144, -0.2100, 0.1953], [-1.3250, -0.7487, 1.5965], [1.3836, 0.9424, -0.6620], [0.7236, 0.2801, -0.4135], [1.8671, 0.5475, -1.3957]]}



What are the relative energies? In eV: A) 0.083; B) 0.000.



A) {"formula": "H4O2", "method": "wB97M-V/def2-TZVPD", "smiles": "O.O", "lumo_ha": 0.0201, "species": ["O", "H", "H", "O", "H", "H"], "xyz": [[0.9093, 0.9163, -0.9905], [1.6898, 0.9502, -0.3844], [0.4078, 0.2317, -0.4995], [-1.0307, -0.9990, 0.3418], [-1.5259, -0.1131, 0.3648], [-0.4503, -0.9861, 1.1678]]}



B) {"formula": "H4O2", "method": "wB97M-V/def2-TZVPD", "smiles": "O.O", "lumo_ha": 0.0245, "species": ["O", "H", "H", "O", "H", "H"], "xyz": [[1.4413, 0.0013, -0.0980], [1.4916, -0.6334, 0.6419], [1.1155, 0.8074, 0.2537], [-1.5049, -0.0944, 0.0108], [-0.6262, -0.3149, -0.3220], [-1.4719, 0.8858, 0.1236]]}



What are the relative energies? In eV: A) 0.120; B) 0.000.



A) {"formula": "H4O2", "method": "wB97M-V/def2-TZVPD", "smiles": "O.O", "lumo_ha": 0.0199, "species": ["O", "H", "H", "O", "H", "H"], "xyz": [[0.8749, 1.0203, 0.6106], [0.4516, 0.1978, 0.1586], [0.9761, 0.7041, 1.5062], [-0.7584, -0.8627, -0.5884], [-0.8038, -0.7404, -1.5427], [-1.5556, -1.4218, -0.2990]]}



B) {"formula": "H4O2", "method": "wB97M-V/def2-TZVPD", "smiles": "O.O", "lumo_ha": 0.0359, "species": ["O", "H", "H", "O", "H", "H"], "xyz": [[-0.2331, -1.5790, -0.2363], [0.6486, -1.7070, -0.6026], [-0.6956, -2.3862, -0.5443], [0.2118, 1.6484, 0.1927], [0.5126, 2.4036, 0.6640], [-0.2951, 1.1349, 0.8320]]}



C) {"formula": "H4O2", "method": "wB97M-V/def2-TZVPD", "smiles": "O.O", "lumo_ha": 0.0200, "species": ["O", "H", "H", "O", "H", "H"], "xyz": [[0.4119, 0.0940, -1.1620], [0.1620, -0.7720, -1.5900], [1.0608, 0.4343, -1.7615], [-0.5583, -0.0095, 1.2948], [0.1594, -0.0960, 1.9100], [-0.2107, -0.2416, 0.3798]]}



What are the relative energies? In eV: A) 0.050; B) 0.000; C) 0.100.



A) {"formula": "H4O2", "method": "wB97M-V/def2-TZVPD", "smiles": "O.O", "lumo_ha": 0.0282, "species": ["O", "H", "H", "O", "H", "H"], "xyz": [[-1.8562, 0.0773, -0.0353], [-2.0981, -0.7890, -0.2411], [-0.9352, 0.1040, 0.2013], [1.5028, -0.0906, -0.1207], [1.1476, 0.7999, -0.2793], [2.2391, -0.1016, 0.4751]]}



B) {"formula": "H4O2", "method": "wB97M-V/def2-TZVPD", "smiles": "O.O", "lumo_ha": 0.0216, "species": ["O", "H", "H", "O", "H", "H"], "xyz": [[-1.1641, 0.0161, -0.1279], [-1.6053, 0.8634, 0.1328], [-1.9501, -0.5921, -0.2404], [1.7042, 0.1121, -0.2033], [2.2605, -0.4487, 0.3692], [0.7547, 0.0492, 0.0695]]}



What are the relative energies? In eV: A) 0.086; B) 0.000.



A) {"formula": "C4H9N3O", "method": "wB97M-V/def2-TZVPD", "lumo_ha": [0.0133, 0.0132], "species": ["C", "C", "C", "C", "N", "N", "N", "O", "H", "H", "H", "H", "H", "H", "H", "H", "H"], "xyz": [[-0.9554, -0.9675, -0.2964], [1.2154, 1.3916, -0.1623], [-2.1402, -0.0490, -0.4546], [0.5345, 0.1906, 0.8833], [1.5128, -0.7553, 1.1437], [-0.1923, -1.1868, -1.3798], [0.7008, -0.8464, -1.9935], [-0.1935, 0.5827, 1.7856], [-1.1103, -1.8495, 0.3116], [2.2574, -0.8859, 0.4819], [1.5121, -1.1541, 2.0694], [1.8669, 1.0138, -0.9498], [1.8300, 1.9265, 0.5501], [0.4426, 2.0276, -0.5735], [-2.2504, 0.5188, 0.4704], [-3.0464, -0.6288, -0.6308], [-1.9841, 0.6717, -1.2554]]}



B) {"formula": "C4H9N3O", "method": "wB97M-V/def2-TZVPD", "smiles": "CC(=O)/N=C\\N(C)N", "lumo_ha": 0.0260, "species": ["C", "C", "O", "N", "C", "N", "C", "N", "H", "H", "H", "H", "H", "H", "H", "H", "H"], "xyz": [[2.8546, -0.1203, 0.3542], [1.4562, 0.0083, -0.1124], [1.1415, 0.9126, -0.8384], [0.7404, -1.1064, 0.0944], [-0.5299, -1.0225, -0.0412], [-1.4380, -0.0041, 0.0377], [-1.1233, 1.3439, 0.4667], [-2.7095, -0.4999, -0.1340], [3.0583, 1.0979, 0.3355], [2.9296, -0.7011, 1.4672], [3.6717, -0.6785, -0.3655], [-1.1132, -1.9708, -0.3331], [-2.2419, 1.9256, 0.4221], [-0.4223, 1.8830, -0.2250], [-0.7210, 1.4008, 1.6279], [-3.1485, 0.0802, -0.8781], [-3.2404, -0.3214, 0.6664]]}



What are the relative energies? In eV: A) 0.000; B) 0.280.



A) {"formula": "C4H9N3O", "method": "wB97M-V/def2-TZVPD", "smiles": "[H]/N=[N+](\\[O-])N1CCCC1", "lumo_ha": 0.0304, "species": ["H", "N", "N", "O", "N", "C", "C", "C", "C", "H", "H", "H", "H", "H", "H", "H", "H"], "xyz": [[-1.1368, -2.5739, 2.4024], [-0.8886, -1.6106, 2.1666], [-0.4738, -1.6289, 0.9948], [-0.2250, -2.9847, 0.0979], [-0.3216, -0.5360, 0.2664], [-0.3785, 0.8289, 0.7732], [0.6770, 1.6099, -0.0878], [0.4107, 0.9406, -1.4407], [0.3008, -0.5585, -1.0240], [-0.2488, 0.9575, 1.7395], [-1.5084, 1.1302, 0.5758], [1.6407, 1.3177, 0.4701], [0.4459, 2.5911, -0.1514], [-0.3572, 1.3726, -1.9749], [1.1897, 1.2234, -2.1039], [-0.4984, -1.1461, -1.5378], [1.3722, -0.9331, -1.1661]]}



B) {"formula": "C4H9N3O", "method": "wB97M-V/def2-TZVPD", "smiles": "[H]/N=C/C=C.[H]/N=C/ON", "lumo_ha": 0.0172, "species": ["H", "N", "C", "C", "C", "H", "H", "H", "H", "H", "N", "C", "O", "N", "H", "H", "H"], "xyz": [[2.0288, 0.6821, 2.6433], [1.8891, 0.3203, 1.6950], [0.9468, 0.9333, 1.0953], [0.8545, 0.9076, -0.6083], [0.0723, 1.8438, -1.1826], [0.3761, 1.7640, 1.5472], [1.8448, 0.6740, -0.9755], [-0.9516, 2.0104, -0.8670], [0.4160, 2.3819, -2.0569], [-1.4641, -2.1129, 1.8787], [-1.0484, -2.1145, 0.9461], [-0.7253, -0.9301, 0.6053], [-0.1311, -0.7822, -0.7031], [-0.7964, -1.5057, -1.8099], [-1.2151, -0.0076, 0.9408], [-0.3556, -2.4207, -1.7154], [-1.7409, -1.6438, -1.4329]]}



What are the relative energies? In eV: A) 0.000; B) 0.187.